Computed, not measured: C5H8O in the gas phase, with ωB97M-V with the def2-TZVPD basis set.

Values from the calculation:
2S+1   1
HOMO-LUMO gap   8.44 eV
E_tot   -270.4278 hartree

Each line ends with the natural charge from an NBO analysis.
Element x y z (Å)
C -2.10582 0.18180 0.55034  -0.65
C -0.61431 0.12050 0.35854  0.37
C -0.00749 0.45077 -0.79471  -0.40
C 1.33046 -0.18467 -0.91890  -0.54
C 1.80630 -0.49454 0.41438  -0.05
O 0.08454 -0.39771 1.34312  -0.58
H -2.37173 -0.83668 0.83860  0.23
H -2.41960 0.82545 1.37700  0.22
H -2.68328 0.46249 -0.34051  0.22
H 1.51716 0.94692 -1.12880  0.31
H -0.41725 0.86326 -1.69985  0.22
H 1.48732 -0.97781 -1.68427  0.22
H 2.10352 0.33112 1.03623  0.21
H 2.32305 -1.44445 0.61208  0.21

Computed, not measured: C5H8O in the gas phase, with ωB97M-V with the def2-TZVPD basis set.

Values from the calculation:
2S+1   1
SMILES   CC#CCOC
HOMO-LUMO gap   10.55 eV
E_tot   -270.4689 hartree

Each line ends with the natural charge from an NBO analysis.
Element x y z (Å)
C -1.05217 -2.34097 -1.09267  -0.68
C -0.21958 -1.18651 -0.76662  0.02
C 0.46235 -0.21696 -0.54929  -0.08
C 1.25398 1.00066 -0.30633  -0.13
O 0.52760 2.04922 0.29097  -0.52
C -0.09679 1.68493 1.49986  -0.26
H -2.03210 -2.01286 -1.44441  0.24
H -0.59408 -2.92692 -1.89282  0.24
H -1.19766 -2.99656 -0.23199  0.23
H 1.60669 1.38761 -1.26677  0.22
H 2.14266 0.74788 0.29434  0.19
H 0.62175 1.25775 2.21804  0.16
H -0.52414 2.60044 1.91504  0.19
H -0.89851 0.95229 1.33265  0.18

Computed, not measured: a 2-piece molecular cluster, C5H8O overall, with ωB97M-V with the def2-TZVPD basis set.

Values from the calculation:
2S+1   1
SMILES   O=CCC1C=C1.[H][H]
HOMO-LUMO gap   10.64 eV
E_tot   -270.3915 hartree

Each line ends with the natural charge from an NBO analysis.
Element x y z (Å)
O -1.25007 1.81479 -0.15461  -0.53
C -1.25258 0.75786 0.43123  0.45
C -1.13064 -0.60444 -0.21973  -0.53
C 0.29394 -1.08530 0.06615  -0.23
C 1.51277 -0.25931 -0.19458  -0.16
C 1.10628 -0.26443 1.02936  -0.23
H -1.31213 0.75634 1.53867  0.11
H -1.39694 -0.54592 -1.28020  0.23
H -1.83644 -1.28478 0.27870  0.22
H 0.43936 -2.16945 0.03849  0.19
H 2.31254 -0.06705 -0.88616  0.23
H 1.29084 -0.00125 2.05340  0.23
H 0.26662 1.66247 -1.28631  0.06
H 0.92266 1.32682 -1.38846  -0.06

Computed, not measured: C5H8O in the gas phase, with ωB97M-V with the def2-TZVPD basis set.

Values from the calculation:
2S+1   1
HOMO-LUMO gap (spin up / spin down)   7.48 / 7.48 eV
E_tot   -270.3772 hartree

Each line ends with the natural charge from an NBO analysis.
Element x y z (Å)
O -2.11522 0.19803 -0.61750  -0.66
C -1.67349 -0.69857 0.24490  0.21
C -0.31828 -0.93428 0.27581  -0.39
C 0.89543 0.31697 0.82691  -0.24
C 0.93611 1.12924 -0.39644  -0.47
C 0.39837 -0.20102 -0.91899  -0.41
H -2.42636 -1.22677 0.82279  0.18
H 0.03758 -1.84509 0.75411  0.22
H 0.36504 0.67451 1.70677  0.23
H 1.81061 -0.21567 1.07296  0.22
H 0.24635 1.97545 -0.43526  0.21
H 1.92345 1.39238 -0.77079  0.23
H -1.27352 0.25999 -1.23069  0.47
H 1.19393 -0.82518 -1.33458  0.20

Computed, not measured: C5H8O in the gas phase, with ωB97M-V with the def2-TZVPD basis set.

Values from the calculation:
2S+1   1
HOMO-LUMO gap   9.00 eV
E_tot   -270.3999 hartree

Each line ends with the natural charge from an NBO analysis.
Element x y z (Å)
C 0.28625 -1.02338 -0.63960  -0.44
C -1.09303 -0.58417 -0.12920  -0.43
C -0.84566 0.82215 0.37438  0.01
O 0.53509 0.78273 0.92703  -0.40
C 0.06032 1.72487 -0.37235  -0.29
C 1.27819 -0.28695 0.27166  -0.07
H 0.41116 -0.69192 -1.67274  0.24
H 0.43050 -2.10645 -0.58892  0.22
H -1.86036 -0.60929 -0.90971  0.23
H -1.43383 -1.21549 0.70362  0.21
H -1.56398 1.19359 1.11226  0.19
H 0.02946 2.69558 0.14495  0.14
H 2.07286 0.20561 -0.29390  0.22
H 1.69302 -0.90689 1.07252  0.19

Computed, not measured: a 2-piece molecular cluster, C5H8O overall, with ωB97M-V with the def2-TZVPD basis set.

Values from the calculation:
2S+1   1
SMILES   C#CC(=C)C.O
HOMO-LUMO gap   10.29 eV
E_tot   -270.4688 hartree

Each line ends with the natural charge from an NBO analysis.
Element x y z (Å)
C 1.47382 0.82544 1.64089  -0.23
C 0.90847 0.62737 0.59172  -0.04
C 0.21043 0.35934 -0.64507  -0.09
C -0.38748 1.36186 -1.29527  -0.34
C 0.19519 -1.07566 -1.11341  -0.64
H 1.97980 1.03225 2.55961  0.24
H -0.35838 2.38392 -0.92210  0.21
H -0.91560 1.18268 -2.23042  0.20
H -0.22620 -1.71259 -0.32637  0.25
H 1.21307 -1.42552 -1.32847  0.22
H -0.41310 -1.17472 -2.01832  0.22
O -1.38027 -1.17567 1.78439  -0.94
H -1.79782 -0.40531 1.37688  0.47
H -0.49524 -0.84835 2.00275  0.48